Here is C18H58O11 as an isolated structure from the OMol25 dataset. Energies are from wB97M-V/def2-TZVPD.

Output
Frontier orbital gap: 8.3 eV
Charge: 0
Energy relative to the best compared isomer or geometry (same formula, charge and spin): 725.4 kcal per mole

Atoms and positions in Å:
C (-1.4532, 14.2076, 11.4319)
C (-2.1820, 13.0068, 10.8285)
C (-2.1376, 11.8275, 11.7921)
O (-3.5601, 13.3511, 10.6228)
H (-0.4730, 13.8476, 11.7446)
H (-1.9929, 14.5629, 12.3097)
H (-1.4335, 15.0196, 10.7050)
H (-1.7246, 12.7605, 9.8703)
H (-1.1343, 11.4043, 11.8405)
H (-2.9121, 11.0779, 11.6298)
H (-2.3297, 12.1295, 12.8217)
H (-3.7636, 13.4172, 9.6869)
C (-3.9663, 6.6993, 15.2558)
C (-2.4512, 6.9571, 15.3687)
C (-1.6228, 5.8352, 14.6445)
O (-2.2845, 8.1975, 14.7904)
H (-4.5502, 7.4620, 15.7711)
H (-4.1996, 5.7467, 15.7314)
H (-4.2539, 6.8868, 14.2213)
H (-2.0293, 6.9051, 16.3724)
H (-0.5363, 5.8580, 14.5602)
H (-1.9381, 5.7417, 13.6053)
H (-2.0053, 4.9351, 15.1258)
H (-1.3262, 8.2077, 14.7345)
C (-1.7722, 9.0387, 10.8333)
C (-2.7948, 9.6073, 9.8033)
C (-2.3212, 10.6411, 8.8127)
O (-2.8932, 8.5946, 8.8322)
H (-1.4315, 9.8985, 11.4101)
H (-0.9460, 8.6467, 10.2402)
H (-2.2487, 8.2146, 11.3643)
H (-3.7384, 9.8750, 10.2789)
H (-3.1371, 11.0376, 8.2085)
H (-1.5956, 10.2663, 8.0907)
H (-2.0745, 11.6006, 9.2674)
H (-3.0946, 7.7930, 9.3207)
C (-2.2633, 10.0127, 13.8025)
C (-3.6902, 10.0289, 14.3127)
C (-4.6867, 10.5982, 13.3000)
O (-4.0264, 8.6325, 14.3450)
H (-2.1850, 9.5126, 12.8372)
H (-1.6193, 9.4891, 14.5089)
H (-1.7291, 10.9491, 13.6414)
H (-3.9332, 10.4952, 15.2675)
H (-4.5358, 11.6538, 13.0739)
H (-5.7095, 10.5384, 13.6720)
H (-4.6964, 10.0085, 12.3834)
H (-3.1863, 8.2333, 14.5828)
C (2.2515, 9.5525, 13.2905)
C (1.1483, 10.6564, 13.2664)
C (-0.0701, 10.3504, 12.4700)
O (0.7556, 10.8370, 14.6324)
H (3.0837, 9.7356, 13.9703)
H (2.5250, 9.5053, 12.2364)
H (1.7061, 8.6498, 13.5656)
H (1.7110, 11.5215, 12.9153)
H (-0.7165, 11.2197, 12.3490)
H (-0.6411, 9.6057, 13.0244)
H (0.1283, 9.7382, 11.5903)
H (0.3423, 11.7000, 14.5538)
C (-5.7038, 12.4179, 13.2362)
C (-7.2758, 12.4731, 13.0237)
C (-7.9305, 11.1307, 13.3229)
O (-7.9032, 13.3308, 13.9204)
H (-5.2928, 11.8715, 14.0851)
H (-5.4395, 13.4722, 13.3173)
H (-5.1487, 11.9231, 12.4392)
H (-7.5719, 12.6621, 11.9919)
H (-7.3768, 10.3731, 12.7682)
H (-8.9869, 10.9673, 13.1098)
H (-7.9022, 10.9266, 14.3932)
H (-7.4670, 14.1856, 13.9467)
O (-4.1719, 7.9602, 12.0377)
H (-4.9615, 7.4420, 12.1936)
H (-3.9165, 8.2753, 12.9047)
O (-1.8069, 9.7429, 16.3112)
H (-0.9635, 9.4388, 15.9757)
H (-2.4249, 9.0541, 16.0666)
O (-4.4934, 11.8713, 15.9076)
H (-3.7398, 11.6799, 16.4659)
H (-4.9099, 12.6291, 16.3181)
O (-5.9434, 8.2326, 14.5251)
H (-6.1782, 7.7462, 13.7349)
H (-5.2284, 8.8065, 14.2500)
O (-5.3339, 9.3765, 16.2242)
H (-5.2746, 10.3317, 16.2045)
H (-5.6682, 9.1390, 15.3593)

Now the Mulliken charges, all in e: C -1.686; C -0.220; C 0.295; O -0.518; H 0.268; H 0.370; H 0.456; H 0.489; H 0.543; H -0.498; H 0.990; H 0.329; C -1.180; C -0.171; C -1.659; O -0.982; H 0.241; H 0.601; H 0.200; H 0.325; H 0.382; H 0.381; H 0.446; H 1.428; C -1.009; C 1.271; C -1.497; O -0.627; H 0.084; H 0.602; H 0.336; H -0.365; H 0.403; H 0.396; H -0.336; H 0.414; C 0.234; C 1.079; C -1.883; O -0.505; H -0.507; H -2.168; H 1.725; H -0.696; H 1.169; H 1.364; H -0.125; H 1.957; C -1.544; C -0.269; C 0.272; O -0.551; H 0.384; H 0.386; H 0.270; H 0.415; H -0.122; H -0.253; H 0.525; H 0.298; C -1.384; C 0.523; C -1.342; O -0.590; H 0.921; H 0.422; H 0.000; H 0.287; H 0.225; H 0.449; H 0.323; H 0.340; O -0.601; H 0.353; H -0.605; O -0.854; H 0.444; H 0.315; O -0.642; H 0.248; H 0.321; O -0.731; H 0.464; H -1.121; O -0.802; H 0.524; H 0.554